P | {
  "formula": "C3H10N2S",
  "method": "ωB97M-V/def2-TZVPD",
  "total_charge": 1,
  "e_homo_ev": [-13.9477, -13.8096],
  "spin_multiplicity": 2,
  "s2": 1.7670,
  "e_lumo_ev": [-4.161, -7.843],
  "elements": ["N", "C", "C", "S", "C", "N", "H", "H", "H", "H", "H", "H", "H", "H", "H", "H"],
  "coordinates": [[0.05213, 0.21645, 1.51414], [-0.41141, -1.02692, 1.54362], [0.26192, -2.14518, 1.07669], [2.63274, 0.12114, -0.55716], [-0.73504, 0.73674, -1.49213], [-1.77950, 1.79699, -1.20002], [0.94133, 0.22374, 0.99553], [-0.59347, 0.90763, 1.12636], [-1.35558, -1.17628, 2.06365], [-0.12403, -3.13658, 1.27773], [1.21473, -2.12078, 0.56153], [3.28077, 1.28231, -0.74594], [-0.98582, 0.19930, -2.40735], [-1.18557, 0.29685, -0.61251], [0.27875, 1.13130, -1.52985], [-1.49192, 2.69330, -1.61429]],
  "mulliken_charge": [-0.123, 0.468, -0.606, -0.247, -0.504, -0.425, 0.040, 0.353, 0.366, 0.295, 0.214, 0.241, 0.333, 0.161, 0.201, 0.234]
}

---

Q | {
  "formula": "C3H10N2S",
  "method": "ωB97M-V/def2-TZVPD",
  "total_charge": 1,
  "e_homo_ev": [-14.5081, -13.9892],
  "spin_multiplicity": 2,
  "s2": 1.7283,
  "e_lumo_ev": [-8.537, -9.208],
  "elements": ["N", "C", "C", "S", "C", "N", "H", "H", "H", "H", "H", "H", "H", "H", "H", "H"],
  "coordinates": [[-2.03923, 0.14002, -0.19254], [-0.67287, -0.20739, -0.57621], [-0.09601, -1.12492, 0.52030], [1.37623, -1.91442, -0.01267], [0.23587, 1.08201, -0.60329], [-0.28219, 1.98853, -1.53640], [3.26581, -1.47932, 2.79695], [3.41779, -1.08346, 2.20765], [-2.75173, -0.40277, -0.66849], [-0.72136, -0.68402, -1.56033], [-0.20155, -0.62156, 1.49060], [-0.82280, -1.95735, 0.63923], [1.25441, 0.67661, -0.78036], [0.15767, 1.54142, 0.39220], [0.03841, 2.95331, -1.60468], [-2.15846, 1.09332, -0.51197]],
  "mulliken_charge": [-0.630, 0.076, -0.672, 0.368, -0.445, -0.461, 0.111, -0.101, 0.260, 0.442, 0.431, 0.361, 0.299, 0.401, 0.267, 0.292]
}

---

Of them, the most stable is P and the least stable is Q.

---

P | {
  "formula": "C9H11N4",
  "method": "ωB97M-V/def2-TZVPD",
  "total_charge": 1,
  "e_homo_ev": -11.7333,
  "e_lumo_ev": -2.954,
  "smiles": "[NH2+]=C1CC=CN(c2ccccn2)N1",
  "elements": ["N", "C", "C", "C", "C", "N", "C", "C", "C", "C", "C", "N", "N", "H", "H", "H", "H", "H", "H", "H", "H", "H", "H", "H"],
  "coordinates": [[-3.01007, 1.41711, -0.02724], [-2.11894, 0.47130, -0.12597], [-2.49157, -0.95026, -0.54618], [-1.71170, -1.93379, 0.26338], [-0.48843, -1.72762, 0.60362], [0.13234, -0.43721, 0.23337], [1.48245, -0.11232, 0.06701], [2.08029, 1.13151, 0.33786], [3.42333, 1.26034, 0.25790], [4.13559, 0.07616, -0.14027], [3.49506, -1.10887, -0.42554], [2.13327, -1.18075, -0.36468], [-0.81506, 0.58311, 0.15192], [-3.93393, 1.36063, -0.28131], [-2.95339, 2.40721, 0.30902], [-2.12044, -1.15383, -1.49565], [-3.48205, -1.15990, -0.38354], [-2.10794, -2.94136, 0.47160], [0.21071, -2.44555, 0.95798], [1.38610, 1.98428, 0.74172], [4.05047, 2.15453, 0.48580], [5.25916, 0.09141, -0.16699], [4.05278, -1.97321, -0.80715], [-0.36945, 1.45490, 0.43979]],
  "mulliken_charge": [-0.378, 0.742, -0.796, -0.263, -0.511, -0.076, 1.001, -0.295, -0.620, -0.217, -0.416, -0.457, 0.059, 0.208, 0.230, 0.324, 0.477, 0.379, 0.439, 0.062, 0.383, 0.304, 0.362, 0.059]
}

---

Q | {
  "formula": "C9H11N4",
  "method": "ωB97M-V/def2-TZVPD",
  "total_charge": 1,
  "e_homo_ev": -14.0607,
  "e_lumo_ev": -4.932,
  "smiles": "C[C@@H]1[C@@H](C)[N+]12N=Nc1ccncc12",
  "elements": ["C", "C", "C", "C", "N", "N", "N", "C", "C", "C", "N", "C", "C", "H", "H", "H", "H", "H", "H", "H", "H", "H", "H", "H"],
  "coordinates": [[0.55842, -1.59856, -1.80194], [1.33252, -0.86667, -0.68737], [1.14347, -1.24080, 0.73337], [2.33853, -1.20485, 1.70528], [0.58712, 0.05720, 0.21572], [1.39109, 1.46136, 0.40755], [0.61299, 2.35112, 0.23147], [-0.70291, 1.92780, 0.09131], [-1.82804, 2.67563, -0.13261], [-3.04038, 1.87402, -0.10173], [-3.04835, 0.55131, -0.09917], [-1.96083, -0.13150, 0.11835], [-0.72514, 0.47339, 0.13445], [-0.36812, -1.76704, -1.40836], [1.16564, -2.46383, -2.18385], [0.37450, -0.97901, -2.61178], [2.32682, -0.55816, -0.94977], [0.14055, -1.80813, 0.96714], [2.35618, -0.12491, 1.91194], [3.29597, -1.58306, 1.25397], [2.21275, -1.78981, 2.66904], [-1.89690, 3.66464, -0.27775], [-4.07880, 2.31586, -0.34128], [-2.18705, -1.23602, 0.15603]],
  "mulliken_charge": [-1.338, -0.182, 0.307, -1.174, 0.528, -0.128, -0.292, 0.346, -0.676, -0.213, -0.503, -0.492, 0.772, 0.278, 0.369, 0.432, 0.429, 0.292, 0.338, 0.302, 0.324, 0.542, 0.338, 0.401]
}

---

Of them, the most stable is P and the least stable is Q.

---

P | {
  "formula": "C3H9N2O",
  "method": "ωB97M-V/def2-TZVPD",
  "total_charge": 1,
  "e_homo_ev": -14.8350,
  "e_lumo_ev": -3.329,
  "smiles": "NC(=O)CC[NH3+]",
  "elements": ["N", "C", "O", "C", "C", "N", "H", "H", "H", "H", "H", "H", "H", "H", "H"],
  "coordinates": [[1.44943, 1.44486, 1.02249], [0.77704, 0.48527, 0.38149], [1.34773, -0.50979, -0.05972], [-0.71222, 0.72964, 0.19150], [-1.52084, -0.25495, -0.66947], [-0.89104, -1.59163, -0.76955], [2.42068, 1.27990, 1.27970], [0.94258, 2.04987, 1.66028], [-1.16733, 0.86713, 1.17835], [-0.80554, 1.72578, -0.21667], [-2.47986, -0.37554, -0.15146], [-1.82534, 0.10745, -1.63599], [-1.14502, -2.21378, -0.02139], [-1.04347, -2.06433, -1.67279], [0.15901, -1.39894, -0.61441]],
  "mulliken_charge": [-0.406, 0.661, -0.709, -0.783, -0.544, -0.251, 0.289, 0.233, 0.415, 0.424, 0.283, 0.365, 0.355, 0.355, 0.312]
}

---

Q | {
  "formula": "C3H9N2O",
  "method": "ωB97M-V/def2-TZVPD",
  "total_charge": 1,
  "e_homo_ev": -13.6283,
  "e_lumo_ev": -4.377,
  "elements": ["C", "C", "C", "N", "N", "O", "H", "H", "H", "H", "H", "H", "H", "H", "H"],
  "coordinates": [[0.57993, -0.29782, -1.05465], [0.66490, -0.36608, 0.98798], [-0.52759, -0.28519, -0.06707], [-1.82770, -0.38759, -0.13828], [1.65100, -0.21134, -0.06400], [-0.84511, 1.82203, 0.04796], [0.53873, -1.12389, -1.69457], [0.72545, 0.47587, -1.79662], [0.63734, 0.55569, 1.73874], [0.78897, -1.28994, 1.64631], [-2.35405, 0.07851, -0.88849], [-2.12595, -0.12511, 0.82063], [2.46502, -0.88598, -0.10763], [-1.36963, 2.16406, -0.83524], [-0.18377, 2.51157, 0.28604]],
  "mulliken_charge": [-0.549, -0.460, 0.589, -0.398, -0.381, -0.657, 0.375, 0.263, 0.225, 0.340, 0.337, 0.334, 0.286, 0.351, 0.344]
}

---

R | {
  "formula": "C3H9N2O",
  "method": "ωB97M-V/def2-TZVPD",
  "total_charge": 1,
  "e_homo_ev": -15.0499,
  "e_lumo_ev": -3.530,
  "smiles": "C[C@@H]([NH3+])C(N)=O",
  "elements": ["C", "C", "N", "C", "N", "O", "H", "H", "H", "H", "H", "H", "H", "H", "H"],
  "coordinates": [[-0.21840, -0.65113, -1.85894], [-0.08822, 0.32343, -0.68264], [-1.54607, 0.63332, -0.28374], [0.48270, -0.10322, 0.72411], [1.71189, -0.62053, 0.81234], [-0.06170, 0.39754, 1.69439], [0.63642, -1.33324, -1.92842], [-1.07481, -1.32968, -1.82244], [-0.20945, -0.12725, -2.81011], [0.34236, 1.27028, -1.00780], [-2.01456, 1.30080, -0.90205], [-2.09384, -0.21660, -0.29901], [-1.40987, 1.05202, 0.67108], [2.11562, -0.72921, 1.72583], [2.20128, -1.02184, 0.02934]],
  "mulliken_charge": [-1.173, 0.062, -0.370, 0.567, -0.338, -0.626, 0.307, 0.384, 0.361, 0.337, 0.334, 0.329, 0.359, 0.265, 0.203]
}

---

Of them, the most stable is P and the least stable is Q.